# 1
46
Properties=species:S:1:pos:R:3:forces:R:3 method="wB97M-V/def2-TZVPD" e_tot_ev=-49669.98436 de_lowest_kcal_mol=7.8 fmax_ev_per_a=3.85 s_squared=2.005 charge=0 gap_ev="6.53 / 8.30" multiplicity=3
H -3.641120 -0.092773 1.057452 0.13 0.49 0.50
N -1.835617 1.041078 0.809554 -2.44 0.88 -2.38
B -0.285193 2.911705 -0.346448 0.03 0.28 -0.46
N -1.621747 2.259046 0.177499 -1.14 0.39 0.33
C -2.769300 2.968924 0.166360 0.10 -1.40 -0.27
Ti -0.833546 -0.185084 2.040313 0.34 0.87 0.16
H -2.748027 4.013256 -0.147725 -0.19 -0.57 -0.06
C -3.802838 2.119178 0.571616 0.04 0.23 0.08
H -4.837309 2.393463 0.584066 -0.28 -0.12 0.07
C -3.210828 0.900174 0.924509 1.54 1.30 -0.69
H -0.417917 4.145308 -0.276641 0.09 -0.87 0.08
C 3.442112 -2.122443 -2.045640 -0.06 1.28 2.21
H 3.713411 -2.801204 -1.232958 -0.04 0.08 -0.09
H 2.451842 -1.699601 -1.850383 0.17 -0.05 -0.01
H 4.170812 -1.309878 -2.088692 -0.10 -0.09 0.01
N 0.241196 2.753085 -1.967251 0.18 -1.75 -0.08
N 0.589523 2.429264 0.868737 0.65 0.71 0.95
N 0.508702 1.479442 -2.479727 -0.72 -0.06 2.31
N 0.576398 1.236845 1.587132 2.92 1.00 -0.73
C 0.504028 3.644312 -2.999482 0.15 -1.21 -0.26
C 1.424446 3.306162 1.467228 0.23 -1.33 -0.20
H 0.385298 4.709935 -2.912076 -0.06 0.06 0.21
H 1.433103 4.349308 1.150058 0.25 -0.53 0.03
C 0.925346 2.916377 -4.127010 -0.37 0.11 1.12
C 2.151878 2.611458 2.432396 0.15 0.26 0.12
C 0.903097 1.554413 -3.717663 -0.04 0.78 -0.08
C 1.653447 1.305413 2.448048 -1.13 0.92 -1.19
H 1.209128 3.261378 -5.102239 -0.01 0.38 -0.04
H 2.943813 3.036623 3.020468 0.10 -0.12 0.13
H 1.151940 0.618961 -4.248489 -0.16 0.83 0.26
H 2.056492 0.392835 2.886991 -0.45 0.44 0.25
H 3.434227 -2.631854 -2.937862 -0.01 -1.21 -2.11
C -0.420031 -3.825524 -0.216229 0.07 -0.05 -0.44
C -0.663774 -3.260985 1.195673 -0.03 1.22 0.00
C -2.100161 -3.594532 1.575272 -0.05 0.29 0.27
C 0.399060 -3.869608 2.103422 0.02 0.30 0.39
O -0.615012 -1.785825 1.389588 0.52 -3.65 -1.11
H -0.569847 -4.915153 -0.143958 -0.02 0.27 0.12
H 0.600705 -3.720145 -0.608238 -0.21 0.37 0.28
H -1.128656 -3.495884 -0.987467 0.14 0.26 0.34
H -2.242016 -4.663237 1.684278 -0.13 -0.24 0.01
H -2.352891 -3.083912 2.514304 0.02 -0.30 -0.14
H -2.771933 -3.213391 0.793116 0.15 -0.15 0.20
H 1.409712 -3.746904 1.684511 -0.37 0.10 0.08
H 0.377913 -3.405233 3.101941 -0.05 -0.21 -0.30
H 0.210134 -4.934770 2.201645 0.04 -0.19 0.10

***

# 2
65
Properties=species:S:1:pos:R:3:forces:R:3 method="wB97M-V/def2-TZVPD" e_tot_ev=-40147.47704 fmax_ev_per_a=0.38 charge=-1 gap_ev=4.28 multiplicity=1
N -1.475710 1.892829 -4.462738 0.02 0.21 0.10
C -0.288021 1.652373 -3.620078 0.04 -0.08 -0.05
C 0.170111 0.190912 -3.640899 0.14 0.00 0.00
O 0.336851 -0.233340 -5.008947 0.15 -0.04 -0.01
C -0.769837 -0.806149 -2.919267 -0.13 -0.06 -0.01
N -0.589087 -1.045639 -1.518776 0.27 0.20 -0.18
C -0.911320 0.031381 -0.651269 -0.13 -0.24 0.10
C 0.250174 0.879674 -0.111635 -0.02 0.11 0.03
F 1.289152 0.065954 0.381857 -0.04 -0.01 0.02
H -1.325802 2.701258 -5.051322 0.01 -0.04 -0.03
H -2.271929 2.117634 -3.880894 -0.04 -0.14 -0.01
H 0.542539 2.286820 -3.957243 -0.12 -0.03 -0.01
H -0.494910 1.939115 -2.588749 0.12 0.00 0.04
H 1.149665 0.127976 -3.138002 -0.14 0.04 0.08
H 1.071279 0.266793 -5.382083 -0.12 0.00 0.01
H -1.809220 -0.495439 -3.195058 0.06 0.01 0.05
H -0.600760 -1.758876 -3.447499 -0.07 0.12 0.03
H -1.641293 0.771931 -1.074637 0.05 -0.02 0.07
H -1.404928 -0.356801 0.260749 0.00 0.08 -0.06
H -0.072108 1.488339 0.746095 -0.05 0.02 -0.12
H 0.702292 1.534096 -0.862530 0.06 -0.10 -0.08
N 1.650686 -4.601719 -1.735905 -0.01 0.02 -0.02
C 2.849079 -5.163354 -1.889642 0.03 0.00 0.00
C 4.026218 -4.449086 -2.044345 -0.01 0.00 0.00
C 3.954544 -3.061624 -2.033227 -0.01 0.00 0.00
C 2.718106 -2.465606 -1.874283 0.01 0.09 0.01
C 1.586417 -3.264905 -1.735032 -0.05 -0.14 0.03
H 2.869921 -6.250182 -1.888841 0.00 0.00 0.00
H 4.969733 -4.966901 -2.164560 0.00 -0.01 0.00
H 4.851424 -2.462205 -2.142177 0.00 0.00 0.00
H 2.591036 -1.391392 -1.837522 -0.03 0.00 0.02
H 0.618858 -2.769100 -1.600204 0.01 0.01 0.05
N -1.938342 -1.624593 2.762045 0.03 0.02 0.06
C -2.735471 -2.133797 3.700676 0.03 -0.04 0.01
C -2.730316 -3.473491 4.062926 -0.02 0.00 0.01
C -1.850794 -4.330149 3.417668 0.01 0.02 0.00
C -1.017845 -3.809981 2.443171 0.05 -0.03 -0.03
C -1.096000 -2.453614 2.147158 -0.02 0.03 -0.09
H -3.409549 -1.437337 4.189144 -0.01 0.00 -0.03
H -3.406089 -3.832310 4.829335 -0.01 0.00 0.00
H -1.819237 -5.383875 3.667511 0.00 0.00 0.00
H -0.318809 -4.435496 1.904246 -0.01 0.01 -0.02
H -0.468974 -2.023853 1.371280 -0.03 0.00 -0.01
N -4.412177 0.157600 5.825574 -0.04 -0.02 -0.01
C -5.177716 1.244599 5.809795 0.02 0.01 0.04
C -5.243172 2.147355 6.861660 0.00 0.01 0.00
C -4.470931 1.907846 7.986988 0.00 -0.01 -0.01
C -3.665543 0.780771 8.011778 0.00 0.01 0.00
C -3.670846 -0.059680 6.907489 0.01 0.02 0.00
H -5.761842 1.402664 4.910037 -0.01 0.00 0.00
H -5.881492 3.017863 6.792619 0.00 0.00 0.00
H -4.492317 2.590240 8.827210 0.00 0.00 0.00
H -3.039625 0.555160 8.864542 0.00 0.00 0.00
H -3.044833 -0.945582 6.884653 0.00 0.00 0.00
N 2.716546 3.808703 -3.122224 -0.06 0.02 0.02
C 3.810369 3.098222 -3.378557 0.00 -0.01 0.01
C 5.037935 3.670540 -3.684109 0.00 0.00 0.00
C 5.131753 5.052138 -3.722782 -0.02 -0.01 0.00
C 3.997621 5.802430 -3.454196 0.00 0.00 0.00
C 2.817674 5.133492 -3.160064 0.06 0.00 -0.02
H 3.697369 2.020245 -3.332224 0.00 0.00 0.00
H 5.895872 3.042471 -3.882766 0.00 0.00 0.00
H 6.071843 5.535930 -3.956307 0.00 0.00 0.00
H 4.021965 6.883916 -3.471142 0.00 0.00 0.00
H 1.909814 5.686807 -2.944473 0.00 0.00 0.00

***

# 3
19
Properties=species:S:1:pos:R:3:forces:R:3 method="wB97M-V/def2-TZVPD" e_tot_ev=-37205.53172 de_lowest_kcal_mol=48.7 fmax_ev_per_a=3.76 charge=-1 gap_ev=7.04 multiplicity=1
C -2.546466 -0.830167 0.284838 -1.09 -3.58 0.43
C -2.716859 -1.267128 1.573475 -0.32 -1.23 0.61
C -0.177247 0.608530 0.682173 1.22 0.42 1.03
C 1.164243 0.880625 -1.444237 1.19 -0.33 1.93
C 0.383261 -0.103360 -0.488119 0.27 -0.05 -2.74
O -2.972055 0.448467 0.030518 0.47 2.30 -0.58
O -2.245688 -1.538606 -0.673153 0.46 0.11 -1.00
O -3.179212 2.649055 0.909786 0.24 0.26 -0.11
O -0.754269 1.818144 0.457766 -0.68 -0.53 -1.14
O -0.043483 0.221213 1.824055 0.19 -0.12 -0.25
S -3.346416 -0.248389 2.794942 -1.61 -0.90 1.26
S -2.393519 1.464670 1.143560 -0.45 1.84 -0.22
H -2.567484 -2.304093 1.912700 0.26 0.65 -0.80
H 1.457440 1.807134 -0.849919 0.43 -1.34 -0.75
H 0.540996 1.285655 -2.162113 -1.51 0.62 -1.61
H 1.995772 0.338923 -1.996652 -0.73 0.85 0.98
H 1.109292 -0.807915 -0.138839 0.17 -0.55 0.52
H -0.379233 -0.689980 -1.116489 0.75 0.98 1.29
H -2.170509 0.172031 3.180116 0.74 0.59 1.14

***

# 4
47
Properties=species:S:1:pos:R:3:forces:R:3 method="wB97M-V/def2-TZVPD" e_tot_ev=-78897.77218 de_lowest_kcal_mol=71.0 fmax_ev_per_a=0.62 charge=-1 gap_ev=6.84 multiplicity=1
Ir 0.415749 1.028614 -0.428955 0.00 0.05 -0.03
O 3.588680 -3.629487 -0.784885 0.03 0.00 0.01
C 2.439891 -4.281079 -1.072527 -0.05 0.06 -0.01
C 2.566027 -5.667548 -1.184902 0.00 -0.03 0.00
C 1.478203 -6.460636 -1.472195 0.01 0.03 0.00
C 0.225678 -5.880957 -1.655729 -0.02 -0.04 -0.01
C 0.093216 -4.515301 -1.546470 0.00 0.05 0.01
C 1.180886 -3.681005 -1.256187 0.09 -0.18 0.00
C 0.927171 -2.227212 -1.159499 0.01 0.29 0.00
O 2.074931 -1.502089 -0.921175 -0.08 -0.18 0.02
N -0.246125 -1.781989 -1.323568 0.00 -0.29 -0.16
N -0.642920 -0.460168 -1.209823 -0.07 0.37 0.00
C -1.920054 -0.362183 -1.463910 0.03 -0.09 0.00
C -2.776079 0.752048 -1.248083 -0.04 0.10 0.04
C -4.095770 0.664729 -1.747155 -0.02 0.00 -0.01
C -5.025627 1.635768 -1.496311 -0.04 -0.05 -0.04
C -4.663832 2.731763 -0.690399 0.08 0.02 0.04
C -3.404004 2.840045 -0.167056 -0.09 0.05 0.01
C -2.414928 1.865207 -0.443693 0.10 -0.06 -0.10
O -1.240167 2.018950 0.066992 -0.07 -0.19 0.10
H 3.423121 -2.678293 -0.727267 -0.02 0.00 -0.01
H 3.550367 -6.090460 -1.034910 0.00 0.01 0.00
H 1.602899 -7.533095 -1.552316 0.00 0.00 0.00
H -0.637213 -6.493507 -1.879387 0.00 0.01 0.00
H -0.869858 -4.044756 -1.680658 0.00 0.00 0.00
H -2.379528 -1.274535 -1.830094 0.00 0.00 0.00
H -4.361331 -0.203051 -2.341528 0.00 0.00 0.00
H -6.028477 1.556500 -1.894019 0.01 -0.01 0.00
H -5.397140 3.499286 -0.473213 0.00 0.00 0.00
H -3.113085 3.667045 0.467163 0.01 0.00 0.00
F 0.388687 1.506464 5.344580 0.02 0.02 -0.04
C 1.127286 1.932999 4.312101 0.07 0.10 -0.01
F 2.156702 1.094126 4.163380 -0.03 0.03 0.01
F 1.612573 3.140774 4.618037 -0.02 -0.05 0.00
S 0.089789 1.998836 2.788940 0.08 -0.03 0.29
O -0.239537 0.626052 2.568142 -0.05 -0.13 0.16
O -0.934606 2.948514 3.087813 0.00 0.01 0.02
N 1.174743 2.459038 1.712220 -0.42 -0.28 -0.36
S 1.185010 3.875293 0.995597 0.24 0.21 -0.07
O 1.063583 3.664935 -0.423662 0.07 0.10 -0.04
O 0.464766 4.943610 1.614149 -0.02 0.00 0.01
C 2.963330 4.310252 1.227455 0.04 0.00 0.04
F 3.204447 4.634259 2.503612 0.01 -0.04 -0.07
F 3.768820 3.309004 0.886165 -0.03 0.06 0.00
F 3.260698 5.371836 0.466248 -0.02 -0.03 0.05
N 2.464133 0.872062 -0.966495 0.04 -0.24 -0.29
C 1.898903 -0.180674 -0.746539 0.15 0.36 0.43

***

Look up the charge of the fourth one.
-1

***

Which value of charge does entry 3 give?
-1